Molecular formula: C31H54F3N6O7S
Method: DFT, ωB97M-V/def2-TZVPD

Structure (ORCA input):
```
! wB97M-V def2-TZVPD RIJCOSX def2/J DEFGRID3
* xyz -1 1
H 18.107 2.515 -18.952
H 15.021 -4.263 -14.261
H 19.372 -6.020 -19.865
H 22.980 -8.237 -19.933
F 16.812 -8.592 -14.211
H 16.967 -1.961 -12.247
C 12.984 -3.799 -16.678
H 23.697 -5.815 -19.826
O 17.385 -5.737 -16.771
C 20.981 -7.524 -19.826
H 15.801 1.007 -16.676
H 20.871 -1.477 -25.153
H 15.860 -2.036 -14.942
O 19.866 -2.437 -15.107
C 19.915 3.406 -21.621
H 17.836 0.417 -12.746
H 15.804 2.548 -15.749
H 15.813 -2.110 -17.220
H 20.747 -0.647 -15.733
C 14.005 -4.738 -16.760
H 18.614 -0.855 -13.659
C 16.492 1.962 -20.891
H 14.334 1.458 -15.651
H 17.841 3.581 -22.328
C 20.573 -1.128 -24.175
C 22.678 2.050 -15.996
H 18.555 0.113 -18.136
N 17.930 2.092 -20.899
H 16.072 2.942 -20.667
C 13.796 -3.922 -11.657
H 17.309 -2.991 -14.399
F 15.291 -7.277 -15.104
C 15.411 1.533 -15.805
C 15.452 -3.644 -13.475
O 19.069 -7.071 -15.721
H 15.011 1.455 -22.271
C 18.233 0.313 -19.158
H 14.202 -5.798 -16.698
C 22.014 1.048 -15.240
N 16.639 -1.463 -13.062
H 18.049 1.118 -14.856
C 20.076 -1.536 -21.960
H 11.955 -3.968 -16.397
N 22.325 -7.478 -19.808
C 20.775 -2.010 -23.042
H 20.490 3.848 -20.807
H 16.447 0.349 -22.425
H 19.603 1.789 -19.606
C 17.669 -0.330 -13.522
H 13.050 -1.654 -16.920
C 18.373 3.390 -21.396
C 13.623 -2.569 -16.948
H 19.969 -1.825 -20.925
H 17.186 0.018 -19.088
H 19.485 0.853 -24.185
H 19.008 0.292 -21.769
C 18.514 1.740 -19.601
C 21.483 -5.381 -19.636
H 22.233 0.833 -14.204
H 13.396 -4.865 -12.028
O 17.666 -5.563 -14.352
C 21.360 0.646 -17.295
C 16.361 -2.535 -14.113
N 19.450 -0.378 -22.381
H 19.111 -3.956 -17.705
N 15.174 -4.112 -17.035
C 19.596 -3.013 -17.453
H 22.430 2.398 -18.136
C 17.218 0.416 -14.779
H 17.408 -0.163 -15.683
H 16.118 -4.314 -12.931
C 16.097 1.367 -22.249
H 21.472 -4.302 -19.684
N 21.320 0.132 -16.026
H 18.677 -0.430 -19.822
C 22.125 1.812 -17.281
S 17.752 -6.426 -15.551
H 16.196 1.412 -19.998
C 22.665 -6.126 -19.748
C 16.465 -7.874 -15.290
H 20.180 4.027 -22.477
H 20.397 -2.774 -18.153
H 15.825 -0.951 -12.750
O 15.886 0.861 -14.713
H 14.391 -4.176 -10.780
H 20.226 2.423 -21.974
H 20.466 -8.468 -19.932
O 14.322 -3.090 -12.677
C 14.973 -2.787 -17.160
H 20.864 0.135 -18.108
F 16.490 -8.562 -16.405
H 23.309 2.777 -15.505
H 21.358 -2.910 -23.166
H 12.900 -3.491 -11.210
H 16.009 -4.674 -17.109
H 16.530 1.950 -23.062
H 18.787 -2.286 -17.512
C 20.420 -6.278 -19.809
C 20.066 -3.224 -16.050
O 20.811 -4.211 -15.921
C 19.848 -0.023 -23.668
H 18.167 4.150 -20.643
*
```

Results
Frontier orbital gap = 0.2245 hartree
Highest occupied orbital energy = -4.2993 eV
Electronic energy = -75280.4148 eV

Molecular formula: C31H54N6O5S2
Method: DFT, ωB97M-V/def2-TZVPD

Structure (ORCA input):
```
! wB97M-V def2-TZVPD RIJCOSX def2/J DEFGRID3
* xyz 0 1
H -3.035 34.027 -26.549
H -0.921 33.783 -29.644
C -0.606 33.296 -30.555
C 0.246 32.348 -32.370
H -6.221 32.519 -37.392
H -3.236 33.689 -28.318
C -6.798 33.807 -30.387
O -1.948 35.380 -27.741
H 2.546 34.031 -28.016
C 0.690 32.764 -27.706
C -5.911 32.564 -36.358
H 1.371 35.723 -33.338
C -0.949 30.997 -39.186
C -2.973 26.366 -34.132
H -1.194 34.861 -27.450
H 0.818 30.973 -37.783
H -6.291 34.575 -35.717
C 0.555 32.920 -31.179
C -5.947 33.590 -35.437
H -3.315 32.284 -37.258
C 2.871 26.686 -31.427
H 1.478 34.365 -34.518
H -1.695 31.972 -33.318
H -0.637 30.818 -40.204
H -6.681 32.803 -29.979
H -2.531 36.093 -30.259
H 3.718 30.762 -30.434
H 1.341 36.041 -35.093
H -5.113 30.588 -36.139
C 1.700 28.512 -31.829
H 6.123 31.594 -31.050
C -1.604 27.271 -32.618
O 5.758 31.080 -30.326
C -3.168 27.776 -34.185
H -0.188 38.785 -28.272
H -0.585 34.802 -33.501
C 4.455 31.500 -30.117
H 0.992 31.815 -32.942
O -0.310 35.367 -34.227
H -4.410 31.213 -33.805
N -1.976 26.102 -33.264
H -4.863 37.073 -31.080
C -0.938 38.301 -28.897
C 2.146 27.091 -30.304
H -0.575 34.736 -25.335
H 0.689 31.913 -28.370
C 1.559 33.834 -27.624
H -1.487 39.044 -29.476
H -3.776 28.258 -34.936
C 1.371 28.209 -30.598
S -5.315 34.758 -30.284
C -0.237 31.094 -37.980
C 1.047 35.344 -34.307
C -1.956 36.728 -30.934
O -4.251 34.013 -31.084
H -2.753 31.838 -39.748
H -2.249 29.440 -32.884
H 4.591 31.725 -29.059
N 2.660 27.675 -32.323
H 3.539 25.852 -31.581
C -1.269 31.484 -37.023
C -2.383 28.403 -33.156
H -5.777 36.196 -32.244
H -1.503 25.221 -33.121
H -0.804 27.346 -31.896
H -6.641 36.716 -30.843
H -3.969 34.988 -27.501
H -1.892 36.190 -31.880
S -0.296 37.217 -30.227
H -7.747 34.273 -30.124
O 0.333 38.114 -31.304
H -3.371 25.579 -34.755
H -5.303 33.680 -33.300
C -0.176 33.001 -26.690
H -1.023 32.364 -26.485
C -1.081 32.481 -32.590
H -2.592 37.589 -31.136
C -4.905 31.826 -34.545
C -2.405 31.870 -37.667
H 1.494 32.896 -30.646
H -1.206 31.497 -35.945
H 1.696 35.506 -26.331
N 1.230 34.651 -26.598
N -2.146 31.603 -38.975
C 0.049 34.218 -26.049
H 2.142 26.616 -29.334
C -5.414 33.060 -34.177
C -3.027 34.441 -27.557
H -2.548 33.382 -31.478
H 0.713 28.713 -29.906
N -1.571 33.131 -31.528
C -5.669 36.345 -31.169
H 4.230 32.494 -30.504
H -6.857 33.538 -31.442
H 2.988 27.886 -33.255
H 1.432 29.382 -32.410
H -1.636 37.669 -28.348
N -5.265 31.524 -35.792
*
```

Results
Frontier orbital gap = 0.2956 hartree
Highest occupied orbital energy = -7.7757 eV
Electronic energy = -73863.4246 eV